This record from OMol25 describes a 15-piece molecular cluster, C62H127F28N16O8P4S4 overall. The level of theory is the ωB97M-V functional and the def2-TZVPD basis.

Each atom is followed by the atoms it is bonded to, with distances in Å.
Geometry (Å):
1 S -9.1677 -7.3164 2.1010  S3 2.400, F12 1.624, O38 1.470, O42 1.460, N51 1.548
2 S -5.9244 -2.2512 8.0916  S4 2.326, F19 1.624, O39 1.510, O43 1.496, N50 1.492
3 S -11.1362 -8.6790 1.9341  S1 2.400, F11 1.632, O41 1.496, O44 1.488, N51 1.767
4 S -4.8063 -4.1524 8.8307  S2 2.326, F35 1.579, O37 1.465, O40 1.479, N50 1.678
5 P 1.4100 -9.7176 -2.3279  F10 1.626, F23 1.684, F25 1.666, F29 1.591, F30 1.645, F32 1.659
6 P 3.3795 3.0439 -6.6776  F9 1.637, F17 1.631, F27 1.679, F31 1.660, F33 1.567, F34 1.712
7 P -7.5724 0.7245 -4.9934  F14 1.629, F18 1.645, F20 1.651, F22 1.653, F24 1.638, F28 1.618
8 P 4.7110 -3.7904 4.9031  F13 1.647, F15 1.587, F16 1.631, F21 1.674, F26 1.639, F36 1.643
9 F 3.8415 3.9164 -5.3724  P6 1.637
10 F 1.7748 -8.4202 -3.2376  P5 1.626
11 F -11.9055 -9.2683 0.6214  S3 1.632
12 F -7.6688 -7.0905 1.5184  S1 1.624
13 F 3.7912 -4.7831 3.9643  P8 1.647
14 F -7.3988 1.6396 -6.3302  P7 1.629
15 F 6.0416 -4.3248 4.2238  P8 1.587
16 F 4.7771 -2.7474 3.6513  P8 1.631
17 F 3.8603 1.6823 -5.9194  P6 1.631
18 F -8.8403 0.1338 -5.8585  P7 1.645
19 F -6.0026 -0.6454 8.3231  S2 1.624
20 F -8.4403 1.9500 -4.3066  P7 1.651
21 F 3.2479 -3.1668 5.4251  P8 1.674
22 F -7.8131 -0.3302 -3.7439  P7 1.653
23 F 2.1802 -8.9666 -1.0328  P5 1.684
24 F -6.4981 -0.3726 -5.5633  P7 1.638
25 F -0.0869 -9.0874 -1.9573  P5 1.666
26 F 4.7435 -4.9834 6.0270  P8 1.639
27 F 1.9384 2.9359 -5.8227  P6 1.679
28 F -6.2799 1.3423 -4.2411  P7 1.618
29 F 0.8827 -10.3987 -3.6659  P5 1.591
30 F 1.0106 -10.9910 -1.3665  P5 1.645
31 F 2.8287 4.4546 -7.3575  P6 1.660
32 F 2.9062 -10.3758 -2.6129  P5 1.659
33 F 4.7577 3.1011 -7.4204  P6 1.567
34 F 2.8171 2.2189 -8.0678  P6 1.712
35 F -3.9133 -4.5678 10.0645  S4 1.579
36 F 5.6698 -2.7587 5.7493  P8 1.643
37 O -5.9136 -5.1028 8.9652  S4 1.465
38 O -9.6660 -5.9681 1.7945  S1 1.470
39 O -5.2049 -2.2750 6.7639  S2 1.510
40 O -3.8368 -4.3126 7.7259  S4 1.479
41 O -11.9758 -7.4805 2.2437  S3 1.496
42 O -8.8515 -7.6418 3.4891  S1 1.460
43 O -7.3450 -2.7165 8.0382  S2 1.496
44 O -11.2811 -9.8667 2.8189  S3 1.488
45 N 5.8569 11.1087 -4.9050  C88 1.468, C94 1.387, C117 1.411
46 N 5.5800 -4.0138 -8.5102  C70 1.354, C111 1.493, C118 1.408
47 N -12.3515 0.5532 2.7252  C62 1.548, C105 1.601, C113 1.542, C114 1.585
48 N 7.2079 11.7053 -6.6203  C77 1.511, C110 1.401, C117 1.383
49 N 0.5350 1.1960 9.7590  C90 1.368, C100 1.371, C119 1.479
50 N -5.0738 -2.5578 9.2790  S2 1.492, S4 1.678
51 N -9.5569 -8.4870 1.1657  S1 1.548, S3 1.767
52 N 4.9143 -6.1881 -8.4598  C91 1.386, C104 1.419, C118 1.369
53 N 9.0913 -6.3906 -1.5665  C68 1.531, C86 1.613, C98 1.512, C103 1.547
54 N 0.0793 17.0083 4.4972  C71 1.396, C79 1.452, C87 1.355
55 N -0.4374 3.1058 9.2693  C69 1.474, C82 1.357, C90 1.386
56 N -0.6746 -0.8477 -0.3694  C61 1.486, C102 1.590, C107 1.575, C122 1.520
57 N -0.2016 14.8721 3.8829  C71 1.384, C85 1.448, C97 1.367
58 N -8.1637 -7.5901 -5.4012  C65 1.523, C72 1.554, C96 1.573, C101 1.564
59 N 10.6954 3.7858 4.5709  C81 1.407, C108 1.450, C115 1.372
60 N 12.6196 4.6162 5.3870  C66 1.388, C76 1.503, C115 1.364
61 C -0.7339 -1.0314 1.1042  N56 1.486, H141 1.090, H162 1.090, H183 1.090
62 C -13.4678 1.5477 3.1261  N47 1.548, C112 1.488, H171 1.090, H213 1.090
63 C -7.0356 -9.7014 -5.3635  C84 1.546, C96 1.566, H139 1.090, H224 1.090
64 C 9.8467 -7.8364 -3.3900  C68 1.483, C80 1.501, H182 1.090, H186 1.090
65 C -7.4510 -7.8262 -6.7258  N58 1.523, C84 1.534, H175 1.090, H225 1.090
66 C 12.6987 4.7390 4.0065  N60 1.388, C81 1.413, H155 1.080
67 C 0.3963 -1.6536 -2.2374  C73 1.554, C122 1.477, H140 1.090, H233 1.090
68 C 8.7316 -7.5940 -2.4422  N53 1.531, C64 1.483, H128 1.090, H199 1.090
69 C -1.5096 4.0747 8.9801  N55 1.474, C95 1.573, H192 1.090, H232 1.090
70 C 4.2408 -4.0909 -8.3252  N46 1.354, C91 1.453, H190 1.080
71 C -0.5422 15.8076 4.8441  N54 1.396, N57 1.384, H152 1.080
72 C -9.4264 -6.7459 -5.7303  N58 1.554, C116 1.561, H123 1.090, H240 1.090
73 C -1.0996 -2.0342 -2.4181  C67 1.554, C102 1.541, H214 1.090, H243 1.090
74 C 7.1544 -2.4128 -7.6095  C111 1.519, H167 1.090, H173 1.090, H195 1.090
75 C 10.1981 -7.8141 0.2783  C92 1.498, C103 1.521, H193 1.090, H247 1.090
76 C 13.7359 5.0360 6.3022  N60 1.503, H134 1.090, H137 1.090, H144 1.090
77 C 8.3303 12.4281 -7.3285  N48 1.511, H146 1.090, H150 1.090, H151 1.090
78 C -13.4762 -0.0817 4.8639  C112 1.509, C114 1.556, H244 1.090, H249 1.090
79 C -0.2693 18.2236 5.2104  N54 1.452, H177 1.090, H226 1.090, H245 1.090
80 C 11.0404 -7.0683 -2.9035  C64 1.501, C98 1.557, H185 1.090, H207 1.090
81 C 11.5382 4.1165 3.4935  N59 1.407, C66 1.413, H145 1.080
82 C 0.8756 3.3228 9.5336  N55 1.357, C100 1.325, H239 1.080
83 C -10.3931 2.2630 2.4950  C105 1.573, C120 1.567, H200 1.090, H220 1.090
84 C -6.6233 -9.1183 -6.7351  C63 1.546, C65 1.534, H130 1.090, H238 1.090
85 C -0.5412 13.4847 4.1217  N57 1.448, C99 1.533, H125 1.090, H143 1.090
86 C 7.8792 -5.3270 -1.5789  N53 1.613, H124 1.090, H160 1.090, H181 1.090
87 C 0.6669 16.8398 3.2879  N54 1.355, C97 1.419, H127 1.080
88 C 5.3701 10.9652 -3.5280  N45 1.468, C109 1.546, H126 1.090, H136 1.090
89 C -0.8054 3.0987 -0.2944  C93 1.558, H156 1.090, H178 1.090, H235 1.090
90 C -0.6824 1.7613 9.4970  N49 1.368, N55 1.386, H165 1.080
91 C 3.7517 -5.4581 -8.2683  N52 1.386, C70 1.453, H176 1.080
92 C 10.0722 -8.3091 1.6869  C75 1.498, H201 1.090, H208 1.090, H223 1.090
93 C -0.1865 1.6839 -0.0857  C89 1.558, C107 1.613, H203 1.090, H206 1.090
94 C 5.3635 10.4991 -6.0485  N45 1.387, C110 1.365, H217 1.080
95 C -1.1794 4.9921 7.7452  C69 1.573, H149 1.090, H221 1.090, H241 1.090
96 C -8.4354 -9.0907 -5.0153  N58 1.573, C63 1.566, H161 1.090, H248 1.090
97 C 0.6275 15.4581 2.9678  N57 1.367, C87 1.419, H228 1.080
98 C 10.3782 -5.8689 -2.1650  N53 1.512, C80 1.557, H142 1.090, H188 1.090
99 C 0.3369 12.3576 3.5662  C85 1.533, H154 1.090, H159 1.090, H169 1.090
100 C 1.4830 2.1840 9.8351  N49 1.371, C82 1.325, H168 1.080
101 C -7.2903 -6.6712 -4.4846  N58 1.564, H132 1.090, H133 1.090, H230 1.090
102 C -1.6866 -1.8994 -1.0001  N56 1.590, C73 1.541, H194 1.090, H229 1.090
103 C 9.1142 -6.8083 -0.0766  N53 1.547, C75 1.521, H189 1.090, H212 1.090
104 C 4.9449 -7.6059 -8.5182  N52 1.419, H191 1.090, H196 1.090, H222 1.090
105 C -10.9007 0.9799 3.2500  N47 1.601, C83 1.573, H158 1.090, H210 1.090
106 C 8.4735 3.6825 3.4111  C108 1.607, H153 1.090, H157 1.090, H209 1.090
107 C -1.1082 0.5934 -0.8352  N56 1.575, C93 1.613, H138 1.090, H172 1.090
108 C 9.4661 3.0204 4.4882  N59 1.450, C106 1.607, H166 1.090, H205 1.090
109 C 5.0759 9.5320 -3.0294  C88 1.546, H135 1.090, H148 1.090, H202 1.090
110 C 6.2224 10.8130 -7.0624  N48 1.401, C94 1.365, H227 1.080
111 C 6.4505 -2.8583 -8.8799  N46 1.493, C74 1.519, H187 1.090, H218 1.090
112 C -13.7091 1.3826 4.5853  C62 1.488, C78 1.509, H131 1.090, H219 1.090
113 C -12.3424 0.0747 1.2594  N47 1.542, H163 1.090, H204 1.090, H231 1.090
114 C -12.8269 -0.6887 3.5873  N47 1.585, C78 1.556, H129 1.090, H211 1.090
115 C 11.4323 4.0246 5.7038  N59 1.372, N60 1.364, H242 1.080
116 C -10.2090 -6.1763 -4.5057  C72 1.561, C121 1.549, H179 1.090, H234 1.090
117 C 7.0126 11.8382 -5.2575  N45 1.411, N48 1.383, H180 1.080
118 C 5.9841 -5.3555 -8.6487  N46 1.408, N52 1.369, H170 1.080
119 C 0.7202 -0.2490 10.0128  N49 1.479, H147 1.090, H216 1.090, H236 1.090
120 C -8.9273 2.5029 2.9940  C83 1.567, H184 1.090, H198 1.090, H215 1.090
121 C -11.4338 -5.4357 -5.0990  C116 1.549, H164 1.090, H237 1.090, H246 1.090
122 C 0.7046 -1.2770 -0.8425  N56 1.520, C67 1.477, H174 1.090, H197 1.090
123 H -10.0210 -7.5301 -6.1989  C72 1.090
124 H 8.2310 -4.3967 -1.1331  C86 1.090
125 H -0.4105 13.4372 5.2028  C85 1.090
126 H 4.4770 11.5772 -3.4016  C88 1.090
127 H 1.0740 17.6872 2.7563  C87 1.080
128 H 7.8640 -7.6054 -3.1019  C68 1.090
129 H -11.9676 -1.3154 3.8262  C114 1.090
130 H -6.8201 -9.7711 -7.5855  C84 1.090
131 H -14.7116 1.7166 4.8527  C112 1.090
132 H -6.2972 -7.1062 -4.5971  C101 1.090
133 H -7.2546 -5.6782 -4.9326  C101 1.090
134 H 14.4219 5.6353 5.7036  C76 1.090
135 H 4.7257 9.5776 -1.9982  C109 1.090
136 H 6.1045 11.4460 -2.8818  C88 1.090
137 H 14.1997 4.2004 6.8264  C76 1.090
138 H -0.9553 0.5798 -1.9143  C107 1.090
139 H -6.3723 -9.3535 -4.5716  C63 1.090
140 H 0.4929 -0.7251 -2.8002  C67 1.090
141 H -1.6405 -0.4553 1.2892  C61 1.090
142 H 10.9539 -5.3434 -1.4030  C98 1.090
143 H -1.5872 13.3838 3.8323  C85 1.090
144 H 13.4008 5.6173 7.1612  C76 1.090
145 H 11.2617 3.8488 2.4844  C81 1.080
146 H 8.1614 12.1894 -8.3785  C77 1.090
147 H 1.7207 -0.6681 9.9054  C119 1.090
148 H 5.7608 8.7278 -3.2986  C109 1.090
149 H -0.8084 4.4062 6.9042  C95 1.090
150 H 8.2968 13.5096 -7.1968  C77 1.090
151 H 9.3135 12.0145 -7.1040  C77 1.090
152 H -0.9757 15.5574 5.8011  C71 1.080
153 H 7.6362 3.0296 3.1644  C106 1.090
154 H 0.0849 12.0787 2.5430  C99 1.090
155 H 13.5400 5.2143 3.5240  C66 1.080
156 H -0.5811 3.5359 -1.2674  C89 1.090
157 H 9.0653 3.9959 2.5511  C106 1.090
158 H -10.9530 1.3343 4.2794  C105 1.090
159 H 1.4157 12.5004 3.6297  C99 1.090
160 H 6.9067 -5.6939 -1.2505  C86 1.090
161 H -8.5164 -9.0581 -3.9288  C96 1.090
162 H -0.7878 -2.0896 1.3600  C61 1.090
163 H -13.3438 -0.1463 0.8899  C113 1.090
164 H -12.0512 -5.9443 -5.8396  C121 1.090
165 H -1.6167 1.2196 9.4889  C90 1.080
166 H 9.0601 3.1845 5.4864  C108 1.090
167 H 6.7265 -2.3244 -6.6109  C74 1.090
168 H 2.4980 1.8557 10.0037  C100 1.080
169 H 0.1529 11.4357 4.1179  C99 1.090
170 H 6.9696 -5.6116 -9.0085  C118 1.080
171 H -14.3962 1.5135 2.5560  C62 1.090
172 H -2.1781 0.7350 -0.6827  C107 1.090
173 H 7.9857 -3.1145 -7.5411  C74 1.090
174 H 1.4786 -0.5160 -0.7435  C122 1.090
175 H -7.0314 -6.8780 -7.0621  C65 1.090
176 H 2.7787 -5.8667 -8.0387  C91 1.080
177 H -0.3202 19.0941 4.5563  C79 1.090
178 H -1.8883 3.0130 -0.2041  C89 1.090
179 H -9.5398 -5.5247 -3.9438  C116 1.090
180 H 7.6233 12.2498 -4.4676  C117 1.080
181 H 7.7461 -5.0408 -2.6222  C86 1.090
182 H 10.0683 -8.9036 -3.3966  C64 1.090
183 H 0.1343 -0.5746 1.5794  C61 1.090
184 H -8.3855 3.3293 2.5340  C120 1.090
185 H 11.5564 -7.6435 -2.1348  C80 1.090
186 H 9.5474 -7.4341 -4.3578  C64 1.090
187 H 7.2017 -3.2037 -9.5902  C111 1.090
188 H 9.9448 -5.1231 -2.8314  C98 1.090
189 H 8.1360 -7.1442 0.2675  C103 1.090
190 H 3.8049 -3.1137 -8.1783  C70 1.080
191 H 4.2495 -7.9945 -9.2622  C104 1.090
192 H -2.4548 3.6283 8.6712  C69 1.090
193 H 10.2810 -8.7564 -0.2631  C75 1.090
194 H -1.6834 -2.8675 -0.4993  C102 1.090
195 H 7.6517 -1.4750 -7.8572  C74 1.090
196 H 5.9344 -8.0463 -8.6407  C104 1.090
197 H 0.9310 -2.2060 -0.3193  C122 1.090
198 H -8.3230 1.5972 2.9425  C120 1.090
199 H 8.7817 -8.5282 -1.8829  C68 1.090
200 H -10.9319 3.1992 2.6411  C83 1.090
201 H 10.9985 -8.4633 2.2403  C92 1.090
202 H 4.2155 9.1245 -3.5604  C109 1.090
203 H 0.8384 1.6051 -0.4482  C93 1.090
204 H -11.9098 0.8740 0.6577  C113 1.090
205 H 9.6639 1.9900 4.1927  C108 1.090
206 H -0.1939 1.5276 0.9930  C93 1.090
207 H 11.8155 -6.7788 -3.6131  C80 1.090
208 H 9.5075 -7.6752 2.3705  C92 1.090
209 H 7.9751 4.4674 3.9800  C106 1.090
210 H -10.2727 0.0894 3.2229  C105 1.090
211 H -13.5742 -1.2979 3.0789  C114 1.090
212 H 9.3592 -5.8395 0.3586  C103 1.090
213 H -13.0987 2.5435 2.8805  C62 1.090
214 H -1.5594 -1.3904 -3.1679  C73 1.090
215 H -8.9655 2.7958 4.0433  C120 1.090
216 H 0.1238 -0.8240 9.3045  C119 1.090
217 H 4.4909 9.8631 -6.0252  C94 1.080
218 H 5.9180 -2.0604 -9.3975  C111 1.090
219 H -12.9844 2.0144 5.0989  C112 1.090
220 H -10.3785 2.2036 1.4068  C83 1.090
221 H -2.0983 5.4995 7.4514  C95 1.090
222 H 4.6577 -7.9478 -7.5238  C104 1.090
223 H 9.4221 -9.1822 1.7433  C92 1.090
224 H -6.9746 -10.7895 -5.3457  C63 1.090
225 H -8.2177 -8.0665 -7.4623  C65 1.090
226 H 0.5423 18.3754 5.9221  C79 1.090
227 H 6.0847 10.4066 -8.0535  C110 1.080
228 H 0.9330 14.8724 2.1134  C97 1.080
229 H -2.7449 -1.6508 -0.9206  C102 1.090
230 H -7.6425 -6.5902 -3.4562  C101 1.090
231 H -11.6700 -0.7819 1.2135  C113 1.090
232 H -1.7350 4.6837 9.8555  C69 1.090
233 H 1.0984 -2.4240 -2.5560  C67 1.090
234 H -10.4027 -6.8742 -3.6911  C116 1.090
235 H -0.4842 3.8069 0.4693  C89 1.090
236 H 0.4381 -0.4756 11.0410  C119 1.090
237 H -11.2389 -4.5641 -5.7238  C121 1.090
238 H -5.5482 -8.9772 -6.8457  C84 1.090
239 H 1.1593 4.3648 9.5478  C82 1.080
240 H -9.1237 -5.9842 -6.4488  C72 1.090
241 H -0.4221 5.7370 7.9893  C95 1.090
242 H 11.0600 3.6583 6.6491  C115 1.080
243 H -1.2064 -3.0903 -2.6659  C73 1.090
244 H -12.8769 -0.0550 5.7740  C78 1.090
245 H -1.2107 18.2082 5.7597  C79 1.090
246 H -12.0328 -5.1412 -4.2373  C121 1.090
247 H 11.1296 -7.2772 0.0989  C75 1.090
248 H -9.3140 -9.4905 -5.5216  C96 1.090
249 H -14.2838 -0.8129 4.8976  C78 1.090

Its charge is +3. The calculation puts the HOMO energy at -0.351 Ha. The total energy is -263142.37081 eV. The LUMO energy is -0.2049 Ha. The HOMO-LUMO gap comes out at 3.98 eV.